# 1
Density functional theory data (wB97M-V/def2-TZVPD) for a structure of composition C27H76GaNO26P7.

```
138
Properties=species:S:1:pos:R:3:forces:R:3
C 6.514 2.784 -0.291 -0.556 0.486 0.275
C 6.104 4.103 -0.946 0.581 -0.185 0.209
C 7.276 4.878 -1.537 -0.613 -0.092 0.138
C 6.895 6.275 -2.050 0.431 -0.687 -0.576
C 5.726 6.250 -3.064 0.149 0.726 0.092
C 4.420 6.967 -2.625 0.245 -0.684 -0.040
Ga 2.953 5.856 -1.789 0.060 0.605 0.520
P 1.289 7.411 -1.039 0.315 -0.394 -0.910
O 0.877 8.445 -2.054 -0.196 0.440 -0.026
N 2.030 4.668 -3.060 0.178 -0.251 -0.346
C 2.622 4.691 -4.399 -0.161 -0.434 -0.043
C 1.989 3.402 -2.537 0.446 -0.154 0.815
C 0.964 3.209 -1.435 -0.417 0.008 -0.409
O 2.714 2.465 -2.868 -0.346 -0.020 -0.525
H 7.328 2.938 0.417 0.279 -0.181 -0.132
H 6.742 2.018 -1.029 0.276 -0.059 -0.013
H 5.666 2.445 0.304 -0.041 -0.287 -0.038
H 5.658 4.735 -0.181 -0.324 0.020 -0.042
H 5.359 3.868 -1.702 -0.240 0.249 -0.008
H 7.683 4.302 -2.373 0.214 -0.018 -0.015
H 8.034 4.942 -0.753 0.257 0.094 -0.123
H 7.778 6.605 -2.604 0.077 0.336 0.139
H 6.753 6.984 -1.236 -0.268 -0.018 0.114
H 6.083 6.784 -3.948 0.044 -0.113 -0.160
H 5.586 5.217 -3.377 -0.215 -0.075 -0.046
H 4.029 7.507 -3.487 -0.222 0.037 -0.002
H 4.711 7.733 -1.902 -0.152 0.114 0.090
H 3.360 5.020 -0.496 -0.109 -0.045 0.003
H 0.157 6.629 -0.646 0.071 0.168 0.501
H 1.724 8.001 0.186 -0.334 -0.145 0.210
H 2.239 5.537 -4.966 0.120 0.268 0.120
H 2.306 3.786 -4.922 0.042 -0.043 -0.127
H 3.713 4.680 -4.422 0.086 0.157 -0.005
H 1.169 3.829 -0.567 0.064 0.089 0.050
H -0.002 3.499 -1.850 -0.104 0.182 0.141
H 0.869 2.168 -1.145 0.312 -0.111 0.097
C 9.820 -3.589 0.803 0.101 0.096 0.067
O 9.124 -3.124 1.972 -1.057 -0.499 -2.641
P 7.767 -2.198 1.734 -1.110 2.203 5.022
O 8.212 -0.837 2.102 0.432 -0.161 -0.912
O 6.900 -2.940 2.858 -0.146 -0.173 -0.061
C 7.472 -3.289 4.115 0.077 -0.151 0.039
O 6.442 -2.022 0.834 1.549 -1.492 -1.463
C 6.535 -1.159 -0.320 -0.030 0.175 -0.146
H 10.687 -4.156 1.131 -0.014 0.028 0.085
H 9.183 -4.242 0.202 0.037 -0.019 0.002
H 10.156 -2.745 0.196 0.029 -0.024 0.008
H 8.124 -2.499 4.488 0.067 0.005 -0.069
H 8.021 -4.225 4.022 0.111 0.038 0.074
H 6.661 -3.433 4.825 -0.111 0.040 -0.114
H 7.434 -1.379 -0.895 -0.004 0.084 -0.070
H 6.541 -0.118 -0.007 0.098 -0.032 0.110
H 5.664 -1.339 -0.944 -0.040 -0.130 0.113
C 5.204 -9.048 8.702 -0.090 0.135 0.000
O 5.564 -8.458 7.439 1.668 -2.080 1.800
P 7.179 -8.153 7.155 -0.529 4.660 -4.714
O 7.177 -6.669 7.271 0.045 -0.402 1.008
O 7.144 -8.696 5.650 0.209 -0.455 0.107
C 6.016 -8.468 4.810 -0.130 -0.088 -0.066
O 8.765 -8.504 7.242 -1.155 -1.929 1.734
C 9.483 -7.991 8.374 0.228 0.108 0.122
H 4.123 -9.155 8.726 -0.009 0.054 -0.078
H 5.656 -10.036 8.815 -0.055 -0.013 0.015
H 5.516 -8.404 9.528 -0.038 0.001 -0.005
H 5.625 -7.459 4.939 -0.008 0.005 0.072
H 5.239 -9.203 5.012 -0.065 0.060 0.035
H 6.352 -8.588 3.782 0.122 0.001 0.040
H 8.949 -8.173 9.305 0.038 0.045 0.044
H 9.654 -6.924 8.253 -0.163 0.022 -0.037
H 10.441 -8.506 8.414 -0.063 -0.102 -0.092
C -5.562 0.303 -0.409 0.159 -0.188 -0.069
O -4.570 0.589 0.594 -2.464 1.809 -1.880
P -3.925 2.145 0.590 6.498 -1.521 4.556
O -2.553 1.817 0.104 -0.747 -0.312 -1.320
O -4.022 2.191 2.203 -0.431 0.556 0.178
C -3.819 1.031 2.999 -0.141 -0.082 0.107
O -3.772 3.786 0.623 -2.967 -0.414 -1.219
C -3.359 4.379 -0.617 0.177 0.311 -0.306
H -5.868 -0.735 -0.302 0.054 -0.016 0.047
H -6.440 0.940 -0.282 -0.052 -0.082 -0.033
H -5.145 0.448 -1.408 -0.051 -0.045 -0.016
H -2.996 0.425 2.622 -0.036 -0.020 -0.106
H -4.733 0.443 3.042 0.075 -0.149 0.003
H -3.574 1.355 4.009 -0.001 0.207 -0.059
H -3.964 4.013 -1.446 0.079 0.075 -0.103
H -2.310 4.161 -0.803 -0.023 -0.143 0.029
H -3.490 5.455 -0.535 -0.109 -0.031 0.159
C -8.545 -3.100 7.049 -0.028 -0.142 -0.021
O -7.178 -3.498 6.831 -1.291 2.480 -0.812
P -6.394 -2.855 5.522 4.761 -3.239 -0.505
O -6.311 -3.988 4.574 -1.068 0.336 -0.089
O -5.025 -2.570 6.299 -0.038 0.273 0.165
C -4.487 -3.521 7.210 0.007 -0.003 0.117
O -6.169 -1.515 4.648 -2.229 0.438 1.202
C -7.036 -1.334 3.514 -0.113 0.085 -0.245
H -8.911 -3.626 7.926 0.079 -0.055 -0.001
H -8.615 -2.026 7.231 -0.016 -0.017 0.032
H -9.164 -3.369 6.190 -0.009 -0.021 0.032
H -4.596 -4.537 6.831 -0.063 -0.011 -0.009
H -4.970 -3.427 8.182 -0.048 -0.084 0.005
H -3.429 -3.297 7.323 -0.002 0.065 -0.086
H -8.074 -1.519 3.788 -0.055 0.015 -0.125
H -6.744 -1.997 2.703 0.031 -0.150 0.135
H -6.939 -0.305 3.177 0.074 0.041 0.178
C -9.082 -0.378 -6.510 -0.091 -0.100 -0.087
O -9.654 -1.056 -5.372 2.618 2.187 -0.099
P -8.604 -1.596 -4.185 -4.054 -5.592 2.472
O -8.735 -3.057 -4.475 0.639 0.385 -0.718
O -9.527 -1.109 -2.965 0.462 0.606 0.124
C -10.945 -1.148 -3.056 -0.138 0.135 -0.032
O -7.302 -1.630 -3.207 0.529 2.541 -1.528
C -6.120 -2.269 -3.723 0.313 -0.135 -0.024
H -9.892 -0.117 -7.186 -0.067 -0.056 0.059
H -8.573 0.538 -6.205 -0.018 0.009 -0.057
H -8.379 -1.031 -7.031 -0.010 0.018 -0.004
H -11.284 -2.058 -3.550 0.046 0.001 -0.068
H -11.315 -0.271 -3.585 -0.048 -0.054 -0.074
H -11.332 -1.132 -2.039 0.122 -0.014 0.046
H -5.896 -1.939 -4.736 0.060 -0.021 -0.001
H -6.248 -3.349 -3.706 -0.179 0.022 -0.055
H -5.292 -1.994 -3.074 -0.090 0.131 0.043
C -4.312 3.719 -8.802 -0.071 -0.036 -0.081
O -5.040 3.120 -7.711 2.949 1.202 0.115
P -4.171 2.228 -6.602 -4.531 -4.321 2.248
O -4.634 0.863 -6.991 0.521 0.316 -0.657
O -4.923 2.806 -5.313 0.350 0.377 0.135
C -6.315 3.084 -5.357 -0.147 0.244 -0.010
O -2.858 1.881 -5.721 0.752 2.336 -1.536
C -1.845 1.059 -6.324 0.298 -0.191 0.012
H -5.026 4.239 -9.435 -0.075 -0.041 0.054
H -3.581 4.441 -8.435 -0.025 0.028 -0.040
H -3.807 2.951 -9.392 -0.032 0.007 -0.009
H -6.857 2.318 -5.912 0.067 0.005 -0.095
H -6.487 4.064 -5.800 -0.080 -0.042 -0.101
H -6.688 3.104 -4.334 0.180 -0.069 0.073
H -1.602 1.396 -7.330 0.028 -0.037 -0.018
H -2.179 0.024 -6.354 -0.169 0.057 -0.055
H -0.956 1.133 -5.704 -0.069 0.143 0.070
```
Positions in Å, forces in eV/Å.

- lowest unoccupied orbital energy (hartree) = 0.0136
- HOMO-LUMO gap (eV) = 4.9
- net charge = -1

# 2
Density functional theory data (wB97M-V/def2-TZVPD) for a cluster of 11 separate species, C27H76O11 in total.

```
114
Properties=species:S:1:pos:R:3:forces:R:3
C -2.033 0.853 -4.425 -0.992 -2.129 -0.420
C -0.860 0.090 -5.085 -1.561 1.383 -0.244
C -1.267 -0.975 -6.045 -1.160 -0.059 -0.715
O -0.076 1.016 -5.795 1.241 0.469 0.333
H -2.595 1.454 -5.157 0.031 -0.490 0.102
H -1.691 1.515 -3.686 0.774 0.950 1.021
H -2.683 0.106 -3.865 0.387 0.905 -0.825
H -0.377 -0.436 -4.312 1.443 -0.245 1.292
H -1.601 -1.868 -5.518 -0.108 -0.052 -0.025
H -0.423 -1.226 -6.675 0.154 -0.123 -0.148
H -2.096 -0.610 -6.680 0.353 -0.276 0.064
H 0.546 1.457 -5.173 -0.511 -0.398 -0.295
C -1.955 4.918 -0.164 -0.319 1.840 0.420
C -2.899 3.736 -0.073 1.073 0.700 -1.251
C -3.525 3.525 -1.440 0.333 -1.655 0.679
O -2.144 2.581 0.304 -0.711 0.033 0.147
H -1.574 5.139 0.820 0.413 -0.099 0.548
H -2.493 5.878 -0.407 0.288 -1.000 -0.168
H -1.088 4.834 -0.822 -0.330 -0.372 -0.151
H -3.625 3.998 0.690 -0.383 -0.290 0.105
H -4.027 4.378 -1.795 -0.616 1.224 -0.390
H -4.231 2.708 -1.381 -0.338 -0.265 -0.094
H -2.772 3.222 -2.167 0.168 0.107 0.050
H -2.417 2.409 1.218 0.111 -0.259 0.334
C 4.092 -0.136 -2.006 -0.975 -1.005 0.706
C 4.814 1.186 -2.137 -1.024 0.244 -0.485
C 5.509 1.266 -3.497 0.851 1.477 0.019
O 3.865 2.271 -1.971 0.418 0.414 1.055
H 4.824 -0.935 -2.140 -0.038 -0.109 0.020
H 3.268 -0.334 -2.740 0.660 0.531 0.479
H 3.676 -0.264 -0.961 0.341 0.198 -1.081
H 5.511 1.178 -1.306 0.473 0.455 -0.017
H 6.137 2.176 -3.678 -0.794 -0.309 0.602
H 4.838 1.226 -4.362 -0.104 -0.361 0.370
H 6.265 0.501 -3.524 0.024 -0.789 -0.281
H 3.926 2.672 -1.048 -0.126 -0.811 -1.353
C -1.587 -2.632 5.075 -0.798 -0.419 0.500
C -1.455 -1.143 4.898 -0.375 0.710 -0.751
C -0.053 -0.638 5.171 0.330 -2.075 0.367
O -1.855 -0.711 3.571 -0.350 0.748 0.955
H -2.645 -2.957 4.956 0.665 0.221 0.036
H -1.270 -2.935 6.078 -0.065 0.159 -0.011
H -0.966 -3.183 4.391 0.298 -0.202 -0.513
H -2.182 -0.682 5.605 0.444 0.064 -0.561
H 0.149 0.352 4.836 -0.007 0.748 -0.096
H 0.689 -1.348 4.761 -0.286 0.456 -0.455
H 0.135 -0.796 6.219 0.072 0.617 0.773
H -1.661 -1.312 2.845 0.159 -0.645 -0.145
C 1.970 1.626 2.225 2.108 0.122 0.445
C 2.077 2.423 0.909 0.432 -1.419 1.095
C 1.040 3.457 1.042 0.469 1.877 -0.881
O 3.375 2.988 0.704 0.414 1.167 0.884
H 2.949 1.135 2.445 -0.842 -0.169 -0.382
H 1.160 0.929 2.166 -0.360 -0.637 -0.005
H 1.810 2.252 3.111 -0.182 0.237 -0.277
H 1.991 1.658 0.124 -0.286 0.653 -0.206
H 0.892 4.152 0.222 0.114 -0.188 -0.476
H 1.342 4.076 1.874 0.202 0.401 0.484
H 0.109 3.084 1.321 -1.655 -0.887 0.223
H 3.510 3.756 1.328 -0.296 -1.242 -0.983
C 2.470 -5.780 -0.825 -2.207 -0.232 0.043
C 1.239 -5.069 -1.408 0.353 0.114 1.321
O 1.327 -3.717 -0.869 -0.345 -0.536 -0.629
H 3.340 -5.380 -1.256 1.208 0.481 -0.580
H 2.421 -6.860 -0.987 0.092 0.111 0.314
H 2.422 -5.474 0.210 0.410 -0.573 0.558
H 0.266 -5.552 -1.112 0.938 0.501 -0.208
H 1.323 -5.026 -2.466 -0.239 -0.002 -1.066
H 1.220 -3.093 -1.601 -0.043 -0.147 0.416
C -0.057 4.143 -3.787 1.088 0.407 1.241
C 1.352 3.545 -3.544 0.336 0.610 -1.501
O 1.382 2.095 -3.525 1.331 0.922 1.273
H -0.616 4.268 -2.855 0.153 0.370 -0.110
H -0.700 3.585 -4.401 -0.470 -1.501 -0.947
H 0.045 5.058 -4.372 0.030 0.373 0.605
H 1.887 3.853 -2.642 -0.674 0.433 0.183
H 1.989 4.028 -4.365 -0.461 -1.289 0.669
H 2.126 1.951 -2.847 -1.150 -0.246 -1.441
C 0.290 -0.923 -0.815 -1.697 -2.350 -1.251
C -0.745 0.138 -0.670 -0.493 -0.327 -0.871
O -2.061 -0.439 -0.773 0.846 -0.910 -0.032
H 0.072 -1.685 -0.022 0.691 0.513 -0.674
H 1.276 -0.554 -0.765 1.176 0.450 0.329
H 0.191 -1.456 -1.842 -0.010 0.883 1.478
H -0.705 0.882 -1.453 0.476 0.536 -0.010
H -0.633 0.560 0.305 0.077 0.714 0.614
H -2.602 0.184 -0.313 -0.913 0.691 0.325
C -4.911 0.539 3.947 0.676 0.338 -1.157
C -4.395 1.255 2.655 0.209 -0.719 1.041
O -3.130 1.866 2.944 1.319 -0.788 -0.406
H -5.279 1.203 4.726 0.098 0.407 -0.220
H -4.099 -0.045 4.365 -0.005 -0.250 -0.030
H -5.718 -0.094 3.651 -0.647 -0.709 -0.004
H -5.155 1.980 2.361 0.474 0.498 0.013
H -4.258 0.602 1.767 -0.285 -0.174 0.710
H -2.430 1.123 3.052 -1.805 1.200 0.038
C -1.721 -4.769 1.392 1.942 -0.975 1.844
C -2.570 -3.589 1.777 -1.214 -1.307 1.694
O -1.940 -2.411 1.453 0.297 1.221 -0.353
H -0.685 -4.589 1.893 -1.586 -0.340 -1.060
H -1.565 -4.864 0.324 -0.058 0.041 -0.224
H -2.055 -5.757 1.815 -0.040 0.985 -0.508
H -2.674 -3.512 2.883 0.076 -0.490 -0.640
H -3.621 -3.715 1.443 0.496 0.464 -0.397
H -1.936 -2.254 0.510 -0.068 0.410 -0.596
C 2.772 -3.444 3.945 -0.849 1.921 -0.927
C 1.861 -3.150 2.778 0.107 -1.190 -1.513
O 2.775 -2.811 1.688 -1.075 -0.617 -0.209
H 3.282 -2.489 4.036 0.383 0.043 0.699
H 3.476 -4.133 3.591 1.002 -1.332 -0.024
H 2.248 -3.709 4.831 -0.228 -0.338 0.800
H 1.204 -2.297 2.954 -0.170 -0.151 0.003
H 1.251 -4.066 2.473 0.592 1.176 0.422
H 2.413 -3.213 0.867 0.204 0.554 0.525
```
Positions in Å, forces in eV/Å.

- SMILES string = CC(C)O.CC(C)O.CC(C)O.CC(C)O.CC(C)O.CCO.CCO.CCO.CCO.CCO.CCO
- lowest unoccupied orbital energy (hartree) = 0.0228
- HOMO-LUMO gap (eV) = 9.9